1.
The following is a DFT calculation (ωB97M-V/def2-TZVPD) of a structure of composition C30H62Br28NO3P at a distorted geometry.

Strongest force on any atom (hartree/bohr): 0.128
Calculated total energy (a.u.): -73874.50704
Charge: 0
HOMO (Ha): -0.269
LUMO energy (eV): 0.3

```
125
Properties=species:S:1:pos:R:3:forces:R:3
N 4.5455 1.0315 6.7294 -1.578 1.978 -0.486
P 5.1225 2.6357 6.8630 0.626 0.261 1.234
O 5.8596 2.8733 5.4100 -0.676 -0.618 -0.362
C 3.6150 3.7393 6.7410 -0.212 -0.728 -0.343
O 2.3546 3.0990 6.9828 1.568 -0.528 1.455
C 1.9382 2.3525 5.9898 -1.726 -1.119 3.911
O 2.2711 2.4666 4.9027 1.827 0.658 -6.294
H 5.2697 0.4116 6.4042 -0.613 0.695 0.087
H 4.2050 0.7304 7.6277 -0.008 -0.260 0.270
H 6.6018 3.4453 5.6028 0.484 -0.231 -0.058
H 3.7343 4.4692 7.5076 -0.051 0.419 0.730
H 3.5875 4.2800 5.8131 0.205 -0.095 -0.570
H 1.2193 1.6072 6.2797 -0.612 -0.285 0.727
Br 3.3147 -2.5384 7.2877 0.034 0.152 0.018
C 4.0014 -2.1247 5.5148 -0.191 -0.172 0.029
C 5.4829 -2.3610 5.4198 0.013 0.075 -0.166
Br 6.4956 -0.9424 6.2913 2.014 -2.143 -0.245
H 3.7214 -1.0976 5.3024 0.016 0.069 0.010
H 3.4653 -2.7904 4.8405 0.084 -0.036 0.014
H 5.8042 -2.3456 4.3813 -0.027 0.030 -0.026
H 5.7908 -3.2930 5.8796 -0.005 -0.017 0.057
Br -1.9716 -0.8202 1.9154 -0.089 -0.150 -0.204
C -1.6856 1.0253 2.4318 0.147 -0.132 -0.142
C -0.5348 1.1187 3.3965 -0.073 0.233 0.166
Br -1.0640 0.5102 5.1736 -0.042 -0.124 -0.080
H -2.6223 1.3924 2.8395 -0.007 -0.020 0.081
H -1.4608 1.5579 1.5102 0.098 -0.020 -0.013
H -0.2132 2.1488 3.5268 0.011 0.020 0.006
H 0.3143 0.5152 3.0967 0.018 -0.028 -0.034
Br 1.5891 -5.4422 5.3040 0.048 -0.054 0.028
C 0.0290 -4.4156 4.7732 0.024 -0.186 0.119
C 0.0324 -4.1409 3.2965 -0.083 0.279 -0.056
Br 1.3415 -2.7684 2.8698 0.044 0.012 -0.102
H 0.0468 -3.5051 5.3626 -0.036 0.072 -0.022
H -0.8338 -5.0131 5.0568 -0.016 -0.031 -0.052
H -0.9308 -3.7440 2.9811 0.009 0.082 0.027
H 0.2808 -5.0088 2.6964 0.029 -0.073 0.051
Br 2.8385 6.7627 6.0245 -0.167 0.530 -0.128
C 1.0699 6.3538 5.3244 0.100 0.199 -0.027
C 0.0479 6.2964 6.4244 -0.292 -0.272 0.135
Br 0.2128 4.6492 7.4460 -0.785 0.851 0.179
H 1.1573 5.4152 4.7884 0.015 -0.094 -0.014
H 0.8421 7.1523 4.6224 -0.029 0.027 0.022
H -0.9574 6.2846 6.0106 0.001 0.047 -0.077
H 0.1409 7.1158 7.1279 0.028 0.071 -0.019
Br -6.2245 -1.1041 0.8269 0.070 -0.049 0.030
C -6.6602 -2.0511 2.4699 -0.178 0.101 -0.207
C -6.6055 -1.1412 3.6659 0.181 -0.054 0.224
Br -4.7705 -0.7690 4.1961 -0.115 0.073 0.075
H -5.9697 -2.8835 2.5446 0.047 -0.006 0.048
H -7.6699 -2.4282 2.3262 -0.032 0.017 0.045
H -7.0641 -1.6197 4.5285 -0.053 -0.057 -0.036
H -7.0833 -0.1840 3.4911 -0.059 0.007 -0.051
Br -10.6704 -1.5338 5.4318 0.099 0.010 -0.035
C -9.6647 -0.4166 6.6682 -0.226 -0.149 0.033
C -10.0211 1.0380 6.5239 0.235 0.133 -0.060
Br -9.2160 1.8125 4.9323 -0.060 0.006 -0.026
H -8.6146 -0.6088 6.4799 0.055 0.057 0.005
H -9.9259 -0.7765 7.6601 -0.016 0.029 0.027
H -9.6214 1.6092 7.3580 0.025 -0.025 0.031
H -11.0890 1.2075 6.4492 -0.051 -0.066 0.001
Br 0.7168 -2.0827 -3.5709 0.055 0.036 -0.033
C 1.9597 -2.1250 -2.0730 -0.242 -0.150 -0.201
C 1.2834 -1.7614 -0.7804 0.098 0.191 0.100
Br 0.9692 0.1528 -0.6574 -0.037 -0.021 0.021
H 2.7761 -1.4562 -2.3210 -0.059 0.023 0.071
H 2.3297 -3.1470 -2.0327 0.022 -0.012 0.051
H 1.9211 -2.0036 0.0644 0.050 -0.027 0.001
H 0.3212 -2.2464 -0.6548 -0.022 -0.049 -0.026
Br 1.6984 -0.7399 -7.7310 -0.003 -0.077 -0.018
C -0.0710 -0.8464 -8.5369 0.146 0.222 -0.036
C -1.1583 -0.7028 -7.5089 -0.156 -0.219 0.046
Br -1.3829 -2.3271 -6.4655 0.084 0.116 -0.028
H -0.1139 -1.7916 -9.0673 -0.062 -0.013 0.057
H -0.1105 -0.0266 -9.2514 -0.036 0.032 0.020
H -2.1178 -0.5394 -7.9942 0.015 -0.003 -0.074
H -0.9695 0.0993 -6.8037 0.064 0.038 -0.002
Br 0.0000 -4.3982 -10.0480 -0.072 -0.083 0.013
C -1.2240 -4.3780 -11.5601 0.293 -0.038 0.043
C -1.7087 -2.9860 -11.8544 -0.288 0.031 -0.033
Br -3.0652 -2.4153 -10.5749 0.082 0.049 -0.010
H -2.0306 -5.0635 -11.3262 -0.073 0.025 0.003
H -0.6520 -4.7672 -12.3986 -0.021 0.044 -0.061
H -2.1985 -2.9527 -12.8251 0.012 -0.076 -0.030
H -0.9156 -2.2469 -11.8265 0.063 -0.017 0.031
Br 1.1618 3.7694 -0.3154 -0.036 0.067 0.115
C 2.7897 4.5901 -0.9890 -0.227 0.014 -0.034
C 3.2992 3.8460 -2.1930 0.296 -0.095 -0.027
Br 4.1346 2.1637 -1.6875 -0.014 0.031 -0.002
H 3.4974 4.6065 -0.1676 0.065 -0.052 -0.007
H 2.5202 5.6093 -1.2552 -0.014 0.002 -0.043
H 4.0719 4.4183 -2.7008 0.007 0.050 0.032
H 2.5105 3.6016 -2.8957 -0.069 0.026 0.005
Br -4.7815 -3.8526 -6.8395 -0.016 -0.108 0.031
C -5.2282 -4.8853 -5.2510 -0.184 0.133 -0.204
C -5.1813 -4.0422 -4.0050 0.212 -0.116 0.187
Br -3.3519 -3.6989 -3.4366 -0.039 0.053 -0.033
H -4.5398 -5.7219 -5.2179 0.054 -0.006 0.051
H -6.2366 -5.2541 -5.4230 -0.030 0.008 0.049
H -5.6468 -4.5665 -3.1739 -0.034 -0.038 -0.020
H -5.6565 -3.0766 -4.1343 -0.029 0.024 -0.056
Br -6.9232 -3.5871 -13.4967 0.101 -0.005 0.044
C -5.3150 -2.6890 -14.1215 -0.282 0.012 -0.010
C -4.7323 -3.3721 -15.3293 0.256 -0.015 0.053
Br -3.7958 -5.0101 -14.8464 -0.037 0.004 0.001
H -4.6273 -2.6539 -13.2826 0.021 -0.017 0.025
H -5.6303 -1.6788 -14.3706 0.032 0.018 -0.057
H -3.9815 -2.7417 -15.7997 -0.001 0.043 0.016
H -5.4835 -3.6448 -16.0613 -0.063 -0.009 0.007
Br 7.9423 -2.6044 -3.4861 -0.061 -0.041 0.027
C 6.1473 -1.9580 -3.8710 0.247 0.025 -0.088
C 5.7812 -0.7833 -3.0057 -0.240 -0.095 0.068
Br 5.3459 -1.3354 -1.1896 0.185 0.060 0.071
H 5.4763 -2.7996 -3.7418 -0.058 -0.006 0.028
H 6.1648 -1.6667 -4.9181 -0.028 0.049 -0.006
H 4.8827 -0.2988 -3.3811 -0.021 0.004 -0.043
H 6.5773 -0.0519 -2.9274 0.047 0.007 -0.013
Br 6.4691 5.7582 5.7132 -0.139 0.609 0.022
C 6.5672 7.6280 6.2474 0.185 -0.110 -0.209
C 7.7582 7.8956 7.1266 -0.081 0.105 0.274
Br 7.4706 7.2417 8.9356 0.041 -0.045 -0.057
H 5.6263 7.8627 6.7325 -0.014 0.008 0.063
H 6.6442 8.1875 5.3183 0.028 0.016 -0.007
H 7.9228 8.9654 7.2286 -0.032 0.027 -0.038
H 8.6632 7.4240 6.7616 0.009 -0.033 -0.060
```
Forces are in eV/Å.

2.
The following is a DFT calculation (ωB97M-V/def2-TZVPD) of a cluster of 11 separate species, C30H62Cl2F10N11O20S10 in total at a distorted geometry.

Strongest force on any atom (hartree/bohr): 0.313
Calculated total energy (a.u.): -9187.97001
Charge: -3
HOMO (Ha): -0.043
LUMO energy (eV): 3.8

```
145
Properties=species:S:1:pos:R:3:forces:R:3
C -3.4009 -2.2123 0.7108 -0.465 -0.161 1.494
C -2.0928 -1.4505 0.7483 -0.416 0.209 -1.548
C -2.1874 0.0715 0.9097 1.824 0.944 -1.213
C -0.8447 0.7137 0.2720 -1.158 1.178 0.877
N -0.7717 2.2446 0.2771 0.788 2.327 -0.478
C 0.6148 2.7739 -0.2847 -0.986 0.133 0.538
C 1.5846 2.6185 0.8677 0.602 0.039 -0.205
C 0.7891 2.7665 2.1974 -0.645 -0.396 -1.521
C -0.6742 2.9204 1.7217 1.098 -1.952 -0.758
C -1.8971 2.9530 -0.4948 -0.142 0.269 0.948
H -4.0955 -1.9419 -0.0846 0.194 0.576 0.274
H -3.8725 -2.0822 1.6848 -0.633 -0.299 -0.058
H -3.2185 -3.2675 0.5074 0.114 -0.167 0.348
H -1.8348 -1.7228 -0.2751 1.334 0.619 -0.348
H -1.3359 -1.8724 1.4094 -0.083 -0.077 0.089
H -2.2701 0.3771 1.9527 0.028 -0.122 0.051
H -3.0273 0.5305 0.3883 -0.328 -0.363 0.069
H -0.7706 0.5821 -0.8075 0.049 -0.886 0.104
H 0.0342 0.3978 0.8339 0.108 -0.300 -0.296
H 0.4661 3.8296 -0.5116 -0.459 0.145 0.469
H 0.9088 2.4472 -1.2822 -0.354 -1.072 0.116
H 2.3590 3.3640 0.6872 0.066 0.200 0.423
H 2.1221 1.6705 0.8424 -0.193 -0.153 0.104
H 0.9469 3.6924 2.7506 0.698 -0.528 0.275
H 0.9074 1.8415 2.7619 0.221 0.452 0.406
H -0.7511 4.0011 1.6024 -1.304 -0.376 -0.110
H -1.3009 2.2891 2.3516 -0.590 1.114 0.101
H -2.8423 2.7238 -0.0027 -0.070 -0.105 -0.024
H -1.9812 2.8405 -1.5757 0.648 -0.981 0.045
H -1.7242 4.0241 -0.3897 0.080 -0.027 0.308
C -4.3920 0.1666 -2.4654 -0.889 0.895 0.229
C -3.5546 -0.0782 -3.6824 1.279 -1.256 0.008
C -2.1064 -0.5721 -3.2566 0.515 0.915 -1.060
C -1.2190 -1.0091 -4.4890 -1.921 -1.102 1.720
N -0.0819 -1.9421 -4.1249 1.397 -0.285 1.259
C 0.4990 -2.5476 -5.3801 -1.713 -0.433 0.537
C 1.0876 -3.9368 -4.9402 2.031 1.516 -1.398
C 0.6135 -4.2433 -3.5432 -1.163 -0.433 -0.051
C -0.5386 -3.2550 -3.3211 0.707 1.392 -0.739
C 1.0436 -1.2044 -3.4214 -0.283 -0.898 -0.218
H -5.3787 0.4706 -2.8148 -0.152 0.153 0.203
H -4.0139 1.0018 -1.8758 -0.004 -0.015 0.110
H -4.5856 -0.6582 -1.7795 0.395 -0.245 -0.257
H -3.5507 0.7849 -4.3482 0.661 0.474 0.443
H -4.0650 -0.7843 -4.3373 0.176 -0.795 0.143
H -2.0968 -1.3288 -2.4721 -0.660 -0.527 -0.364
H -1.5959 0.2386 -2.7367 -0.063 0.481 -0.385
H -0.9332 -0.1585 -5.1078 0.477 -0.082 0.199
H -1.8480 -1.7218 -5.0224 -0.275 0.364 -0.547
H 1.0342 -1.7384 -5.8769 0.843 -0.533 0.155
H -0.3901 -2.6467 -6.0027 0.075 -0.550 -0.209
H 2.1670 -3.8005 -4.8735 0.212 0.070 -0.023
H 1.0328 -4.6803 -5.7354 -0.787 -0.085 0.208
H 1.4488 -4.2393 -2.8430 -0.312 0.763 0.259
H 0.2336 -5.2575 -3.4205 -0.278 -0.029 -0.282
H -0.7757 -3.0938 -2.2695 0.045 0.505 -0.226
H -1.4395 -3.4439 -3.9049 -0.070 -0.796 0.376
H 1.3710 -0.4501 -4.1369 -0.376 0.577 0.650
H 1.8971 -1.8671 -3.2784 -0.168 -0.326 0.030
H 0.7008 -0.9223 -2.4259 0.051 0.646 -0.316
C -1.9177 -2.0655 4.3682 1.033 -0.728 -0.280
C -2.1141 -3.5184 4.8016 -0.779 1.086 0.835
N -2.4493 -4.3798 3.7232 0.309 -1.876 -3.032
C -3.5137 -5.2879 3.6764 0.906 0.829 -0.070
C -3.3976 -5.9589 2.5045 0.246 -0.775 -0.617
N -2.2449 -5.5509 1.8381 -1.830 1.644 3.971
C -1.7031 -4.5606 2.6338 -0.390 -1.610 -1.431
C -1.6810 -6.0819 0.6362 0.820 0.145 0.379
H -1.0463 -2.0323 3.7142 0.025 0.138 -0.167
H -1.5970 -1.4583 5.2147 -0.500 0.172 0.004
H -2.7842 -1.7124 3.8090 -0.028 0.234 0.370
H -3.0502 -3.5804 5.3566 0.472 0.114 0.981
H -1.2520 -3.9762 5.2866 -0.120 0.407 0.450
H -4.1429 -5.3331 4.5530 -0.294 -0.175 -0.478
H -3.9609 -6.7697 2.0665 -0.251 0.211 0.204
H -0.7420 -4.1522 2.3584 0.037 0.563 0.345
H -0.6369 -5.9630 0.9257 0.471 0.150 -1.489
H -2.0932 -5.5185 -0.2009 0.538 -0.182 -0.232
H -1.8292 -7.1566 0.5305 -0.479 0.171 0.122
C 5.0095 5.9937 -0.5113 0.220 1.391 -0.261
C 5.7652 5.4731 -1.7845 -0.415 1.847 2.723
N 4.8767 4.6835 -2.5372 -1.195 -3.434 -1.729
C 3.6625 4.9516 -3.1434 0.092 0.137 0.205
C 3.0914 3.7381 -3.4830 -1.022 2.545 0.580
N 3.8547 2.7780 -2.9204 0.841 0.721 -1.935
C 4.9806 3.3423 -2.5341 1.095 0.356 1.701
C 3.5982 1.3923 -3.0465 0.243 -1.958 -0.191
H 5.6144 6.8124 -0.1217 0.440 -0.246 0.423
H 4.6706 5.3654 0.3124 0.504 -0.539 -0.509
H 4.1367 6.5786 -0.8013 -0.249 -0.331 -0.430
H 6.6369 4.8828 -1.5022 -0.039 0.041 -0.212
H 6.0418 6.4112 -2.2657 0.203 -0.410 -0.610
H 3.3486 5.9844 -3.1067 -0.487 -0.250 -0.532
H 2.1740 3.5273 -4.0124 -0.357 -0.072 0.319
H 5.8669 2.8285 -2.1923 -0.291 -0.128 0.288
H 2.9131 1.0683 -2.2631 0.343 -0.116 0.160
H 4.5593 0.8782 -3.0485 -0.133 -0.201 0.701
H 3.1708 1.0850 -4.0010 -0.277 0.768 -0.115
Cl -0.4116 2.5838 -3.9125 0.472 -0.435 -0.203
Cl -5.6918 1.7115 0.9405 0.175 -0.134 -0.135
N 0.2904 6.3516 1.1347 -5.495 -0.598 5.488
S 0.7470 6.9053 -0.1156 7.023 2.817 -10.249
O 1.4957 8.1896 -0.0485 -1.576 -2.405 -0.241
O 0.0533 6.6013 -1.3870 0.190 1.140 2.468
F 1.9902 5.8347 -0.3604 -0.072 0.210 0.619
S -1.1666 7.2340 1.2401 -3.277 -0.226 0.208
O -2.3279 6.5730 0.5130 3.976 1.974 2.999
O -0.9809 8.6846 1.0565 -0.612 -2.977 0.598
F -1.3523 7.0333 2.8549 -0.051 0.049 -2.041
N -4.7847 -5.6871 -0.6161 -2.956 -5.880 3.471
S -5.3459 -4.9679 -1.7889 0.415 9.234 -7.696
O -6.6639 -4.1930 -1.7849 3.819 -3.648 0.129
O -4.6956 -5.3435 -3.0660 -2.615 -0.591 1.180
F -4.2891 -3.8178 -1.4937 0.257 2.137 0.139
S -5.9630 -6.9094 -0.7242 -1.513 -3.719 1.772
O -5.9132 -7.7540 -1.9223 0.185 1.800 1.785
O -7.2702 -6.6786 -0.1264 1.803 0.540 -1.138
F -5.3360 -7.8406 0.4090 0.777 -0.163 0.120
N 1.4918 -3.6163 1.7711 1.522 -2.660 -4.324
S 2.2293 -2.3903 2.2565 1.993 7.396 8.210
O 1.9138 -1.1107 1.6784 -0.217 -1.360 -0.511
O 3.5929 -2.5099 2.8121 -2.386 -0.653 -1.986
F 1.3621 -2.3245 3.6806 0.215 -0.256 -0.972
S 2.6479 -3.8118 0.5060 0.531 -2.999 -2.047
O 3.8136 -4.5955 0.9080 -2.040 1.412 -0.833
O 2.7520 -2.7706 -0.5045 0.202 -0.698 1.642
F 1.7745 -4.8507 -0.3603 -0.344 -0.557 0.387
N 0.5296 2.4383 7.0064 4.817 2.805 1.663
S -0.1112 1.6488 5.9641 -8.435 -2.614 -4.195
O 0.4473 0.4032 5.5628 -0.068 -0.658 -0.032
O -0.7575 2.4484 4.9158 0.816 -1.367 0.871
F -1.4089 1.2660 6.9200 0.371 -0.467 -0.542
S 1.8699 2.8056 6.0865 4.748 2.621 2.571
O 1.7190 3.8870 5.1549 -0.599 -1.577 -0.577
O 2.8460 1.7355 5.9663 -2.191 1.426 -0.273
F 2.5298 3.7028 7.2512 0.163 -0.282 0.789
N 6.0195 1.2653 2.5444 3.672 0.817 -6.157
S 4.8078 1.5067 3.3085 -9.927 -0.178 12.649
O 3.5761 0.7799 2.9530 2.285 1.720 -0.742
O 4.6251 2.8073 3.9890 0.781 -1.809 -2.401
F 5.1391 0.6464 4.7419 0.889 0.241 -1.923
S 5.4320 2.1110 1.2088 1.125 -0.237 -2.816
O 5.0805 3.4869 1.4005 0.266 -0.686 0.031
O 4.6023 1.3656 0.2709 1.599 0.577 1.015
F 6.8735 2.2406 0.4894 -0.195 -0.327 -0.149
```
Forces are in eV/Å.